(1)
# H80O40

A cluster of 40 separate species, H80O40 in total (ωB97M-V with the def2-TZVPD basis set, the OMol25 dataset).

Last column: Mulliken charge in e.
CARTESIAN COORDINATES (ANGSTROEM)
H -5.041 -0.232 -2.202  0.319
H -4.206 -0.213 -3.537  0.336
O -4.841 -0.703 -3.002  -0.626
H -1.003 0.908 -1.741  -0.173
H -2.102 -0.045 -1.910  -0.051
O -1.246 0.194 -2.337  0.391
H 6.404 1.168 1.028  0.335
H 5.451 1.684 0.095  0.266
O 5.476 1.501 1.062  -0.555
H 1.188 3.115 -1.895  0.141
H -0.263 2.634 -2.606  0.136
O 0.598 2.505 -2.285  -0.280
H 0.250 -1.150 -0.192  -0.027
H -0.090 -2.598 -0.442  0.089
O 0.086 -1.780 -0.882  -0.124
H 3.251 4.262 -4.291  0.289
O 2.996 3.366 -4.397  -0.594
H -2.981 4.401 0.909  0.307
O -3.423 3.667 0.412  -0.545
H 2.301 2.230 5.106  0.274
H 3.170 3.424 4.831  0.280
O 2.544 2.825 4.398  -0.537
H -3.571 2.071 -1.274  0.172
H -2.945 1.710 0.119  0.019
O -2.845 1.566 -0.798  -0.265
H -3.206 -1.200 2.335  0.059
H -3.949 -2.404 1.442  0.252
O -3.440 -1.501 1.450  -0.371
H -2.809 2.244 3.614  0.418
H -2.698 3.804 3.903  0.229
O -2.301 3.068 3.511  -0.547
H -2.919 1.771 -3.581  0.337
O -3.882 1.773 -3.483  -0.676
H -1.636 -1.664 -1.190  -0.118
H -2.627 -2.634 -0.995  0.252
O -2.484 -1.699 -0.785  0.050
H 0.235 -4.631 -4.659  0.267
H -0.231 -3.565 -3.660  0.309
O 0.230 -4.406 -3.744  -0.616
H 0.490 -1.226 5.237  0.195
H 0.458 -2.140 3.910  0.277
O 0.942 -1.665 4.553  -0.529
H 4.361 -0.372 -1.726  0.411
H 4.732 -1.831 -1.465  0.385
O 5.043 -0.986 -1.852  -0.627
H -0.975 1.846 5.117  0.365
H -1.809 0.749 4.611  0.221
O -1.460 1.091 5.463  -0.658
H 3.241 -1.940 2.529  0.130
H 3.653 -3.451 2.693  0.246
O 2.922 -2.894 2.436  -0.290
H 1.950 -4.940 3.459  0.272
O 1.049 -5.215 3.283  -0.625
H 3.730 -3.584 -0.401  0.296
H 2.933 -3.018 -1.537  0.383
O 3.799 -3.332 -1.299  -0.695
H 2.793 -1.850 4.715  0.421
O 3.555 -1.405 4.958  -0.592
H -2.206 0.614 1.228  -0.263
H -1.318 1.727 1.403  0.076
O -1.265 0.816 1.023  0.573
H 1.377 -5.186 -0.234  0.250
H 0.965 -4.633 -1.679  0.195
O 0.915 -4.522 -0.719  -0.504
H -4.501 0.675 3.139  0.337
H -4.070 2.071 2.213  0.412
O -3.770 1.259 2.747  -0.687
H 0.681 3.674 -4.514  0.387
H 0.288 5.100 -3.841  0.251
O 0.032 4.224 -4.116  -0.676
H -0.693 2.012 -4.648  0.235
H -1.151 3.310 -5.024  0.418
O -1.061 2.401 -5.428  -0.689
H 5.785 -0.796 2.069  0.297
H 5.794 -0.883 0.516  0.364
O 6.305 -1.062 1.289  -0.674
H 2.843 -1.321 -3.805  0.293
H 3.868 -2.266 -3.937  0.306
O 2.911 -2.253 -4.153  -0.599
H -2.790 -1.269 -4.672  0.302
H -1.676 -1.244 -3.704  0.247
O -2.619 -1.607 -3.787  -0.663
H -4.442 0.998 0.662  0.158
H -4.939 -0.237 0.141  0.442
O -5.273 0.643 0.422  -0.718
H -5.918 -0.770 2.501  0.395
H -5.092 -1.579 3.295  0.316
O -5.611 -0.753 3.420  -0.747
H -4.320 -2.926 0.007  0.198
O -5.218 -2.763 -0.332  -0.616
H 2.239 -0.248 1.530  0.003
H 1.450 1.079 1.732  0.084
O 2.341 0.690 1.768  -0.017
H 0.418 -4.553 3.499  0.338
H 3.770 2.931 -4.870  0.289
H 3.405 -0.561 5.402  0.250
H -2.798 3.694 -0.363  0.237
H -4.152 2.354 -4.269  0.274
H -4.800 -2.344 -1.166  0.393
O -1.939 -2.708 3.585  -0.579
H -2.477 -3.524 3.717  0.306
H -1.889 -2.641 2.595  0.204
O 3.831 3.647 2.237  -0.592
H 3.577 2.720 2.382  0.217
H 4.581 3.675 2.852  0.252
O 0.176 -3.581 1.485  -0.510
H 1.129 -3.686 1.565  0.123
H -0.272 -4.064 0.752  0.278
O 0.098 3.941 0.839  -0.539
H -0.506 3.643 1.495  0.166
H 0.902 3.737 1.352  0.272
O 3.099 1.020 -1.575  -0.403
H 2.663 1.676 -2.119  0.115
H 2.787 0.996 -0.666  0.222
O -0.554 -0.942 -6.042  -0.589
H -0.171 -1.862 -6.017  0.290
H 0.233 -0.445 -5.831  0.289
O 3.236 4.180 -0.478  -0.523
H 2.785 4.300 0.335  0.242
H 4.155 4.121 -0.224  0.285

Atoms 1-3, force components in eV/Å:
H 0.07 0.87 0.13
H -0.19 0.17 0.79
O -0.97 -1.18 -0.22

Computed properties:
Net charge: 0
Highest occupied orbital energy: -0.3615 hartree
ΔE to the lowest compared entry with this formula, charge and spin: 9.918 eV



(2)
# C5H10BrO3P

A cluster of 2 separate species, C5H10BrO3P in total (ωB97M-V with the def2-TZVPD basis set, the OMol25 dataset).

Last column: natural (NBO) charge in e.
CARTESIAN COORDINATES (ANGSTROEM)
C -1.094 -1.500 -1.683  -0.486
C -1.338 -0.796 -0.602  -0.040
C 1.294 -1.677 1.031  -0.286
C 1.436 3.055 -0.635  -0.284
C -2.269 -0.620 0.470  -0.507
O 0.196 1.628 1.468  -1.093
O 1.741 -0.346 0.940  -0.793
O 1.617 1.666 -0.618  -0.812
P 0.743 0.782 0.394  2.178
Br -3.864 -1.859 0.682  -0.067
H -0.137 -1.534 -2.225  0.236
H -1.861 -2.210 -2.052  0.225
H 1.522 -2.103 2.008  0.206
H 2.012 -2.320 0.435  0.180
H 0.249 -1.748 0.508  0.213
H 2.477 3.388 -0.940  0.199
H 1.142 3.288 0.500  0.239
H 0.715 3.224 -1.483  0.192
H -1.776 -0.575 1.427  0.256
H -2.805 0.256 0.375  0.243

Atoms 1-3, force components in eV/Å:
C -0.33 -0.59 -0.09
C 2.85 0.66 -0.29
C 0.22 -1.97 -2.12

Computed properties:
Net charge: 0
Highest occupied orbital energy: -0.3290 hartree
ΔE to the lowest compared entry with this formula, charge and spin: 0.470 eV



(3)
# CH7NO2

A cluster of 3 separate species, CH7NO2 in total (ωB97M-V with the def2-TZVPD basis set, the OMol25 dataset).

Last column: natural (NBO) charge in e.
CARTESIAN COORDINATES (ANGSTROEM)
C -0.489 0.176 -0.222  -0.388
N -0.319 -0.172 1.262  -0.510
H -0.819 1.201 -0.493  0.342
H -0.988 -0.670 -0.744  0.259
H 0.492 -0.831 1.355  0.411
H -1.140 -0.656 1.598  0.363
H 2.281 -1.986 1.211  0.443
O 1.558 -1.727 0.618  -0.842
H 0.558 0.148 -0.493  0.249
H -0.327 2.606 -2.252  0.452
O -0.807 1.910 -1.840  -0.778

Atoms 1-3, force components in eV/Å:
C 3.35 -4.76 5.07
N -2.45 1.06 -4.48
H -0.64 2.57 -1.32

Computed properties:
Net charge: 0
Highest occupied orbital energy: -0.3453 hartree
ΔE to the lowest compared entry with this formula, charge and spin: 8.302 eV



(4)
# C6H6AgO2

A structure of composition C6H6AgO2 (ωB97M-V with the def2-TZVPD basis set, the OMol25 dataset).

Last column: natural (NBO) charge in e.
CARTESIAN COORDINATES (ANGSTROEM)
O 2.168 -1.016 0.573  -0.625
C 0.959 -1.075 0.727  0.469
C -0.002 -0.623 -0.316  -0.214
C -0.291 -1.518 -1.283  -0.298
Ag 3.071 0.463 -0.936  0.959
H 0.524 -1.558 1.624  0.172
H -1.001 -1.300 -2.080  0.232
H 0.078 -2.546 -1.240  0.221
C 0.882 2.541 0.860  0.621
O 1.739 2.320 0.135  -0.617
C -1.898 0.708 0.730  -0.315
C -0.894 0.651 -0.149  -0.268
H -2.573 1.563 0.748  0.230
H -1.950 0.025 1.582  0.207
H -0.811 1.365 -0.975  0.225

Atoms 1-3, force components in eV/Å:
O -0.05 0.21 0.22
C -0.37 -0.12 -0.18
C -1.40 0.35 -0.33

Computed properties:
Net charge: +1
Highest occupied orbital energy: -0.4968 hartree



(5)
# C18H20FN3O5

An isolated molecule of C18H20FN3O5 (ωB97M-V with the def2-TZVPD basis set, the OMol25 dataset).

Last column: natural (NBO) charge in e.
CARTESIAN COORDINATES (ANGSTROEM)
C 4.749 0.062 -1.078  -0.637
C 3.378 0.167 -0.400  -0.080
C 2.322 0.756 -1.350  -0.075
O 1.145 1.109 -0.667  -0.482
C 0.743 0.265 0.358  0.261
C -0.511 0.540 0.974  0.066
N -1.311 1.582 0.480  -0.474
C -1.736 1.590 -0.939  -0.204
C -3.094 2.251 -1.138  -0.223
N -3.162 3.569 -0.442  -0.454
C -4.229 4.520 -0.788  -0.404
C -2.860 3.439 1.018  -0.231
C -1.543 2.818 1.317  -0.201
C -0.986 -0.238 2.049  0.460
F -2.182 0.120 2.585  -0.317
C -0.128 -1.238 2.564  -0.245
C 1.148 -1.511 1.959  -0.154
C 1.542 -0.817 0.804  0.158
N 2.844 -1.123 0.137  0.033
O 2.717 -1.987 -0.756  -0.641
C 3.815 -1.823 1.023  0.158
C 3.473 -2.509 2.200  -0.278
C 4.462 -3.142 3.058  0.776
O 5.537 -2.579 3.136  -0.585
O 4.212 -4.383 3.567  -0.645
C 2.060 -2.494 2.573  0.512
O 1.696 -3.148 3.565  -0.522
H 5.513 0.017 -0.340  0.218
H 4.943 0.907 -1.722  0.230
H 4.859 -0.844 -1.740  0.248
H 3.488 0.887 0.413  0.214
H 2.712 1.657 -1.835  0.207
H 2.078 0.030 -2.112  0.210
H -0.976 2.135 -1.515  0.189
H -1.764 0.549 -1.281  0.210
H -3.303 2.445 -2.189  0.207
H -3.877 1.646 -0.713  0.166
H -4.048 5.501 -0.288  0.203
H -4.255 4.757 -1.871  0.203
H -5.210 4.130 -0.480  0.166
H -2.852 4.445 1.434  0.204
H -3.642 2.884 1.536  0.166
H -0.770 3.563 1.089  0.182
H -1.492 2.561 2.405  0.215
H -0.489 -1.751 3.445  0.252
H 4.844 -1.826 0.726  0.238
H 5.011 -4.617 4.102  0.499

Atoms 1-3, force components in eV/Å:
C -0.65 -1.64 -0.99
C 0.63 1.90 -0.78
C 0.68 -0.68 0.23

Computed properties:
Net charge: 0
Highest occupied orbital energy: -0.2996 hartree
ΔE to the lowest compared entry with this formula, charge and spin: 7.380 eV
SMILES: C[C@H]1COc2c(N3CCN(C)CC3)c(F)cc3c2[N@+]1([O-])C=C(C(=O)O)C3=O



| no. | Kohn-Sham gap (eV) |
| --- | --- |
| 1 | 9.4260 |
| 2 | 7.7257 |
| 3 | 4.5932 |
| 4 | 8.1525 |
| 5 | 7.3865 |